(1)
ORCA calculation (the ωB97M-V functional and the def2-TZVPD basis) on a single C19H25NO5 molecule.

Atoms and positions in Å:
C (0.047, 1.885, 7.286)
O (0.307, 1.118, 6.121)
C (1.369, 1.503, 5.394)
O (2.068, 2.438, 5.698)
C (1.574, 0.659, 4.193)
C (0.749, -0.425, 3.901)
C (0.980, -1.176, 2.766)
C (2.030, -0.862, 1.908)
C (2.228, -1.676, 0.656)
N (1.095, -1.523, -0.235)
C (0.192, -2.498, -0.425)
O (0.258, -3.602, 0.070)
C (-0.978, -2.086, -1.336)
O (-0.587, -1.794, -2.676)
C (-0.137, -0.573, -2.960)
O (0.044, 0.285, -2.128)
C (0.130, -0.411, -4.433)
C (-0.536, 0.850, -4.996)
C (-2.042, 0.688, -5.203)
C (-2.671, 1.932, -5.872)
C (-3.834, 2.366, -4.971)
C (-4.195, 1.102, -4.196)
C (-2.828, 0.495, -3.899)
C (2.849, 0.220, 2.203)
C (2.627, 0.974, 3.339)
H (-0.142, 2.927, 7.020)
H (0.902, 1.847, 7.964)
H (-0.830, 1.444, 7.752)
H (-0.064, -0.670, 4.565)
H (0.347, -2.021, 2.535)
H (2.290, -2.740, 0.900)
H (3.139, -1.368, 0.136)
H (0.917, -0.603, -0.622)
H (-1.476, -1.211, -0.902)
H (-1.671, -2.925, -1.408)
H (-0.207, -1.304, -4.958)
H (1.214, -0.322, -4.549)
H (-0.074, 1.086, -5.956)
H (-0.346, 1.680, -4.313)
H (-2.205, -0.184, -5.845)
H (-3.035, 1.680, -6.868)
H (-1.940, 2.733, -5.981)
H (-3.501, 3.136, -4.273)
H (-4.673, 2.763, -5.541)
H (-4.768, 1.311, -3.293)
H (-4.776, 0.427, -4.827)
H (-2.893, -0.552, -3.605)
H (-2.352, 1.056, -3.093)
H (3.665, 0.471, 1.541)
H (3.257, 1.816, 3.582)

Results
* HOMO-LUMO gap: 9.875 eV
* HOMO: -9.3126 eV
* multiplicity: 1
* ΔE to the lowest compared entry with this formula, charge and spin: 59.78 kJ/mol
* SMILES string: COC(=O)c1ccc(CNC(=O)COC(=O)CCC2CCCC2)cc1

---

(2)
ORCA calculation (the ωB97M-V functional and the def2-TZVPD basis) on a molecular structure, C36H41B2F9N7O5S3SeSr.

Atoms and positions in Å:
Sr (-0.328, 0.131, 0.746)
C (4.352, -0.785, 2.292)
C (2.981, -0.825, 1.700)
N (2.361, 0.174, 1.202)
O (3.019, 1.389, 1.286)
B (2.074, 2.515, 1.391)
F (2.771, 3.663, 1.098)
F (1.066, 2.314, 0.289)
O (1.365, 2.646, 2.645)
N (0.570, 1.544, 2.843)
C (0.088, 1.389, 4.016)
C (0.342, 2.320, 5.157)
C (-0.703, 0.122, 4.206)
N (-1.026, -0.468, 3.124)
O (-1.643, -1.696, 3.225)
B (-0.728, -2.878, 3.167)
F (0.171, -2.838, 4.239)
F (-1.538, -3.989, 3.152)
O (0.102, -2.979, 1.900)
N (0.924, -1.896, 1.769)
C (2.183, -2.093, 1.792)
C (2.854, -3.408, 2.009)
C (-1.010, -0.388, 5.578)
H (4.794, 0.198, 2.176)
H (4.985, -1.536, 1.816)
H (4.306, -1.032, 3.354)
H (0.656, 3.290, 4.783)
H (1.134, 1.926, 5.797)
H (-0.551, 2.427, 5.773)
H (2.106, -4.192, 2.080)
H (3.429, -3.391, 2.936)
H (3.547, -3.627, 1.194)
H (-0.381, 0.080, 6.330)
H (-0.877, -1.465, 5.612)
H (-2.054, -0.172, 5.818)
N (-2.214, 1.830, 0.238)
S (-1.904, 3.299, -0.283)
C (-3.415, 4.004, -0.924)
C (-4.420, 4.472, -0.089)
C (-5.603, 4.927, -0.649)
C (-5.772, 4.917, -2.028)
C (-4.760, 4.452, -2.855)
C (-3.574, 3.991, -2.303)
C (-1.626, 4.398, 1.106)
C (-1.203, 5.695, 0.846)
C (-0.959, 6.549, 1.907)
C (-1.138, 6.105, 3.213)
C (-1.552, 4.805, 3.458)
C (-1.791, 3.938, 2.399)
H (-3.079, 1.811, 0.777)
H (-4.277, 4.494, 0.985)
H (-6.393, 5.296, -0.008)
H (-6.695, 5.280, -2.459)
H (-4.891, 4.452, -3.929)
H (-2.776, 3.623, -2.937)
H (-1.069, 6.033, -0.175)
H (-0.628, 7.561, 1.718)
H (-0.948, 6.776, 4.040)
H (-1.689, 4.462, 4.475)
H (-2.089, 2.912, 2.576)
C (-4.043, -2.301, -4.128)
C (-3.083, -2.726, -3.021)
C (-3.574, -2.251, -1.662)
S (-2.384, -2.359, -0.314)
O (-1.133, -1.666, -0.851)
C (-2.025, -4.132, -0.259)
C (-0.988, -4.613, -1.279)
C (0.153, -5.367, -0.605)
H (-3.695, -2.653, -5.099)
H (-4.128, -1.214, -4.175)
H (-5.042, -2.708, -3.964)
H (-2.090, -2.312, -3.205)
H (-2.983, -3.812, -3.018)
H (-4.462, -2.790, -1.324)
H (-3.825, -1.187, -1.688)
H (-2.996, -4.622, -0.353)
H (-1.679, -4.282, 0.764)
H (-0.579, -3.752, -1.809)
H (-1.469, -5.246, -2.026)
H (0.640, -4.729, 0.134)
H (0.893, -5.691, -1.341)
H (-0.208, -6.256, -0.085)
S (1.416, -0.432, -2.139)
C (2.933, 0.474, -2.127)
N (2.914, 1.680, -1.535)
C (4.011, 2.451, -1.470)
C (5.165, 2.001, -2.054)
C (5.118, 0.746, -2.655)
N (4.018, -0.001, -2.698)
H (2.080, 1.972, -0.993)
H (3.908, 3.375, -0.916)
H (6.071, 2.585, -2.025)
H (5.998, 0.319, -3.122)
F (4.073, -4.253, -7.011)
C (3.645, -3.852, -5.828)
C (4.556, -3.576, -4.820)
F (5.858, -3.711, -5.049)
C (4.099, -3.155, -3.585)
F (5.000, -2.908, -2.636)
C (2.742, -3.004, -3.332)
Se (2.133, -2.444, -1.617)
C (1.848, -3.296, -4.353)
F (0.538, -3.159, -4.157)
C (2.285, -3.714, -5.596)
F (1.416, -3.983, -6.563)

Results
* HOMO-LUMO gap: 7.067 eV
* HOMO: -10.7897 eV
* charge: +1
* multiplicity: 1
* ΔE to the lowest compared entry with this formula, charge and spin: 92.91 kJ/mol

---

(3)
ORCA calculation (the ωB97M-V functional and the def2-TZVPD basis) on 2 unconnected molecules or ions with the total composition C4H13N2OP.

Atoms and positions in Å:
C (2.354, -0.203, 0.809)
C (2.168, 2.286, 0.349)
C (0.208, 0.808, 1.131)
C (1.604, 1.116, 0.692)
N (-1.675, -1.738, -2.658)
N (-3.063, -0.236, -1.084)
O (-3.577, -2.703, -1.327)
P (-2.334, -1.743, -0.991)
H (3.391, -0.059, 1.127)
H (1.904, -0.643, 1.647)
H (2.160, -0.803, -0.031)
H (-3.559, -3.659, -1.164)
H (3.084, 2.355, -0.228)
H (1.549, 3.228, 0.333)
H (0.255, 0.560, 2.171)
H (-0.507, 1.570, 1.160)
H (-0.093, -0.102, 0.504)
H (-1.220, -2.485, -3.074)
H (-1.094, -0.955, -2.904)
H (-3.945, -0.297, -1.548)
H (-2.685, 0.687, -1.026)

Results
* HOMO-LUMO gap (spin up / spin down): 5.788 / 6.591 eV
* HOMO (spin up / spin down): -4.9198 / -8.2268 eV
* multiplicity: 3
* ΔE to the lowest compared entry with this formula, charge and spin: 166.81 kJ/mol

---

(4)
ORCA calculation (the ωB97M-V functional and the def2-TZVPD basis) on 14 unconnected molecules or ions with the total composition C19H56F7N2O15S.

Atoms and positions in Å:
O (3.161, -1.717, 4.231)
S (3.436, -1.841, 2.839)
O (4.788, -1.622, 2.468)
N (3.060, -3.452, 2.437)
C (3.854, -4.162, 1.534)
C (3.311, -5.394, 1.464)
N (2.220, -5.402, 2.299)
C (2.075, -4.234, 2.892)
C (2.249, -0.677, 1.975)
F (1.235, -1.344, 1.424)
F (1.747, 0.068, 2.947)
C (2.895, 0.280, 0.934)
F (1.976, 1.228, 0.697)
F (3.966, 0.894, 1.431)
C (3.217, -0.350, -0.446)
F (2.115, -0.731, -1.065)
F (3.787, 0.603, -1.180)
F (4.078, -1.353, -0.329)
H (4.722, -3.795, 1.023)
H (3.670, -6.219, 0.882)
H (1.642, -6.218, 2.444)
H (1.330, -3.949, 3.610)
C (0.906, 2.233, -3.628)
O (0.144, 1.241, -2.926)
H (0.393, 2.448, -4.561)
H (0.976, 3.150, -3.039)
H (1.910, 1.864, -3.847)
H (0.605, 1.062, -2.101)
C (-1.089, 3.360, -0.137)
O (-1.844, 3.686, -1.302)
H (-1.375, 4.035, 0.660)
H (-1.298, 2.333, 0.170)
H (-0.019, 3.478, -0.342)
H (-1.573, 3.075, -1.997)
C (-5.704, 3.956, -2.325)
O (-4.513, 4.475, -2.917)
H (-6.556, 4.363, -2.856)
H (-5.726, 2.867, -2.406)
H (-5.764, 4.250, -1.274)
H (-3.762, 4.109, -2.439)
C (-2.437, 2.193, 3.419)
O (-1.254, 2.739, 2.839)
H (-3.288, 2.596, 2.876)
H (-2.445, 1.102, 3.334)
H (-2.520, 2.475, 4.471)
H (-0.504, 2.383, 3.322)
C (5.175, -7.993, 3.411)
O (5.293, -7.500, 2.069)
H (4.329, -8.676, 3.439)
H (6.076, -8.533, 3.700)
H (4.998, -7.175, 4.113)
H (6.049, -6.905, 2.051)
C (-0.088, -4.316, -0.620)
O (1.341, -4.454, -0.626)
H (-0.466, -4.695, 0.328)
H (-0.356, -3.265, -0.724)
H (-0.526, -4.891, -1.436)
H (1.651, -4.112, -1.470)
C (-3.603, 7.328, -5.015)
O (-2.623, 6.485, -4.427)
H (-3.109, 8.244, -5.331)
H (-4.056, 6.851, -5.889)
H (-4.384, 7.576, -4.292)
H (-3.072, 5.679, -4.151)
C (7.431, 0.318, 1.716)
O (7.132, -0.466, 0.562)
H (8.461, 0.127, 2.002)
H (7.313, 1.381, 1.493)
H (6.774, 0.042, 2.545)
H (6.222, -0.284, 0.321)
C (-9.674, 4.189, -3.761)
O (-8.708, 3.340, -3.150)
H (-9.172, 5.107, -4.059)
H (-10.102, 3.715, -4.648)
H (-10.475, 4.432, -3.059)
H (-9.159, 2.532, -2.887)
C (3.338, -4.613, 6.521)
O (4.004, -5.120, 5.358)
H (3.087, -5.459, 7.153)
H (3.990, -3.935, 7.072)
H (2.419, -4.086, 6.246)
H (4.235, -4.364, 4.811)
C (-9.231, 0.687, -0.015)
O (-9.965, 1.019, -1.191)
H (-9.523, 1.383, 0.766)
H (-9.461, -0.331, 0.308)
H (-8.156, 0.777, -0.190)
H (-9.705, 0.397, -1.876)
C (-0.875, -2.577, -3.651)
O (-0.981, -1.766, -2.484)
H (-1.433, -3.496, -3.484)
H (-1.291, -2.063, -4.519)
H (0.174, -2.823, -3.845)
H (-0.479, -0.962, -2.653)
C (3.678, 4.121, -0.867)
O (4.768, 3.491, -0.198)
H (4.008, 5.105, -1.187)
H (3.377, 3.545, -1.747)
H (2.822, 4.234, -0.196)
H (4.472, 2.624, 0.082)

Results
* HOMO-LUMO gap: 6.589 eV
* HOMO: -10.7099 eV
* charge: +1
* multiplicity: 1

---

(5)
ORCA calculation (the ωB97M-V functional and the def2-TZVPD basis) on a molecular structure, C13H25B4NO10.

Atoms and positions in Å:
C (2.452, 0.028, 0.079)
B (0.966, -0.353, -0.230)
O (0.638, -1.587, -0.737)
B (-0.338, 0.705, 0.070)
O (-0.572, 1.856, -0.697)
B (-1.861, 1.854, -1.180)
O (-2.915, 1.462, -0.396)
B (-2.538, 0.316, 0.320)
N (-3.293, -0.877, 0.275)
O (-1.325, 0.429, 1.017)
H (2.810, 0.752, -0.655)
H (3.080, -0.856, 0.055)
H (2.482, 0.499, 1.063)
H (1.254, -1.873, -1.417)
H (-2.033, 2.129, -2.327)
H (-2.730, -1.649, 0.612)
H (-3.579, -1.109, -0.674)
O (4.826, -1.314, -1.314)
C (5.506, -2.211, -0.914)
O (5.930, -3.215, -1.718)
C (6.635, -4.208, -0.952)
C (7.107, -3.484, 0.306)
C (5.997, -2.451, 0.503)
H (5.942, -5.021, -0.726)
H (7.446, -4.598, -1.561)
H (7.255, -4.152, 1.151)
H (8.051, -2.976, 0.107)
H (5.164, -2.845, 1.088)
H (6.336, -1.520, 0.947)
O (-3.721, -1.163, -3.086)
C (-4.446, -0.387, -3.643)
O (-5.173, -0.726, -4.728)
C (-5.875, 0.425, -5.237)
C (-5.971, 1.389, -4.056)
C (-4.686, 1.065, -3.296)
H (-5.297, 0.840, -6.065)
H (-6.840, 0.096, -5.612)
H (-6.065, 2.429, -4.359)
H (-6.837, 1.136, -3.443)
H (-3.833, 1.645, -3.650)
H (-4.770, 1.174, -2.219)
O (2.172, 2.392, 4.461)
C (1.002, 2.389, 4.698)
O (0.505, 2.801, 5.892)
C (-0.917, 2.593, 5.941)
C (-1.365, 2.536, 4.483)
C (-0.138, 1.930, 3.806)
H (-1.108, 1.656, 6.469)
H (-1.363, 3.409, 6.502)
H (-2.282, 1.970, 4.339)
H (-1.531, 3.547, 4.109)
H (-0.163, 0.840, 3.810)
H (0.008, 2.282, 2.789)

Results
* HOMO-LUMO gap: 9.895 eV
* HOMO: -9.3687 eV
* multiplicity: 1

---

no.,molar mass (g mol⁻¹)
1,347.41
2,1107.15
3,136.14
4,717.71
5,398.59